Arrangement P

{
  "formula": "C7H37NO11",
  "method": "wB97M-V/def2-TZVPD",
  "spin_multiplicity": 1,
  "e_homo_ev": -8.237,
  "smiles": "C=CCCNCCC.O.O.O.O.O.O.O.O.O.O.O",
  "gap_ev": 8.402,
  "elements": ["C", "N", "C", "C", "C", "C", "C", "C", "H", "H", "H", "H", "H", "H", "H", "H", "H", "H", "H", "H", "H", "H", "H", "H", "H", "O", "H", "H", "O", "H", "H", "O", "H", "H", "O", "H", "H", "O", "H", "H", "O", "H", "H", "O", "H", "H", "O", "H", "H", "O", "H", "H", "O", "H", "H", "O"],
  "positions_angstrom": [[0.3591, 0.0540, -0.0891], [0.0315, -1.3733, -0.3720], [0.8066, -2.3210, 0.4749], [0.1464, -2.6082, 1.8278], [0.8724, -1.7231, 2.7613], [0.3732, -1.3539, 3.9561], [-0.7502, 1.1194, 0.2984], [-1.6516, 1.2025, -1.0215], [1.0493, 0.1363, 0.8499], [0.7172, 0.4198, -1.0863], [-0.8873, -1.6907, -0.3861], [1.7552, -1.7815, 0.3971], [0.8141, -3.2702, -0.0405], [-0.8841, -2.5267, 2.0156], [0.1998, -3.6450, 2.1669], [1.8923, -1.3588, 2.5381], [-0.5790, -1.3663, 4.2865], [0.8646, -0.7898, 4.6092], [-1.3558, 0.7224, 1.1767], [-0.2995, 1.9577, 0.6599], [-2.1037, 0.1392, -1.0828], [-2.4873, 1.8193, -0.7899], [-1.2085, 1.5222, -1.8532], [3.0752, 3.1704, -2.2900], [2.9822, 1.8173, -2.7410], [2.4451, 2.4974, -2.0554], [-4.9801, -0.0881, -1.0134], [-4.0896, -0.2678, 0.2197], [-4.5041, -0.7156, -0.5006], [2.9020, 2.3720, 2.6042], [3.2447, 0.9202, 2.9741], [2.8205, 1.7502, 3.3213], [-3.0327, 0.7884, 2.4317], [-3.8517, -0.4971, 2.3644], [-3.8081, 0.3816, 1.8632], [4.1596, 0.1049, -3.3693], [2.8689, -0.4183, -2.4545], [3.6116, 0.1738, -2.5023], [0.8136, 3.0815, -3.0482], [-0.5091, 3.2715, -3.4870], [0.3681, 3.5625, -3.5652], [2.8874, 3.2901, 0.6097], [4.2649, 2.5083, 0.3010], [3.6656, 2.9655, 0.8742], [-2.6145, -1.5007, -3.1653], [-2.4361, -2.6613, -2.4890], [-2.3387, -2.3553, -3.4768], [0.8097, 1.5372, 3.2130], [0.0080, 1.3575, 4.3694], [-0.0773, 1.5352, 3.4775], [1.2446, -1.5719, -4.5703], [0.2780, -1.0763, -3.5196], [1.1374, -0.7976, -3.9424], [-3.3519, -3.5066, -0.9295], [-3.0342, -2.0028, -0.2445], [-2.6340, -2.9104, -0.5559]],
  "nbo_charge": [-0.235, -0.669, -0.211, -0.495, -0.149, -0.384, -0.385, -0.601, 0.191, 0.193, 0.366, 0.204, 0.195, 0.224, 0.222, 0.187, 0.173, 0.172, 0.188, 0.204, 0.188, 0.202, 0.193, 0.456, 0.500, -0.986, 0.485, 0.496, -0.984, 0.496, 0.474, -0.969, 0.503, 0.480, -0.961, 0.490, 0.515, -0.970, 0.462, 0.452, -0.919, 0.486, 0.504, -0.978, 0.456, 0.481, -0.955, 0.486, 0.458, -0.949, 0.474, 0.494, -0.965, 0.496, 0.514, -0.998]
}

Arrangement Q

{
  "formula": "C7H37NO11",
  "method": "wB97M-V/def2-TZVPD",
  "spin_multiplicity": 1,
  "e_homo_ev": -9.584,
  "smiles": "C/C=C/CCCCN.O.O.O.O.O.O.O.O.O.O.O",
  "gap_ev": 9.845,
  "elements": ["C", "C", "C", "C", "C", "C", "C", "N", "H", "H", "H", "H", "H", "H", "H", "H", "H", "H", "H", "H", "H", "H", "H", "H", "H", "O", "H", "H", "O", "H", "H", "O", "H", "H", "O", "H", "H", "O", "H", "H", "O", "H", "H", "O", "H", "H", "O", "H", "H", "O", "H", "H", "O", "H", "H", "O"],
  "positions_angstrom": [[1.8260, 2.1623, -0.3932], [2.4084, 1.3358, -1.5412], [1.4576, 1.3128, -2.7547], [-0.0471, 1.1879, -2.4442], [-0.4182, -0.0899, -1.7653], [-0.7815, -1.1976, -2.4170], [-1.1731, -2.4684, -1.7433], [2.7671, 2.2037, 0.7557], [1.5615, 3.1749, -0.7155], [0.8886, 1.7072, -0.0184], [2.6664, 0.3387, -1.2021], [3.3632, 1.7378, -1.8632], [1.7290, 0.5065, -3.4109], [1.6001, 2.2572, -3.3213], [-0.5748, 1.2939, -3.4263], [-0.3810, 2.0236, -1.8297], [-0.3846, -0.1086, -0.6814], [-0.8287, -1.2276, -3.5356], [-2.0997, -2.8967, -2.1531], [-0.4023, -3.2326, -1.9096], [-1.2663, -2.3560, -0.6714], [2.2618, 2.5148, 1.5823], [3.5336, 2.8470, 0.5551], [-0.9531, -2.2853, 2.1420], [-2.1676, -3.2704, 2.4092], [-1.9619, -2.4143, 2.0335], [1.9202, -2.5967, -2.6641], [2.3971, -2.7125, -1.2002], [2.4899, -3.1073, -2.0960], [-0.7977, 0.2947, 3.5550], [0.0250, 1.3965, 2.8008], [0.1043, 0.5704, 3.3219], [-1.1347, 2.6293, 1.3100], [-0.7242, 3.5839, 2.4782], [-0.4158, 2.8479, 1.9361], [-2.9358, 0.3269, 2.7822], [-2.3463, -1.0686, 3.0663], [-2.5313, -0.1892, 3.4942], [-3.0084, -1.4775, 0.9941], [-4.4899, -1.1249, 0.8856], [-3.6196, -0.8162, 0.6178], [-2.9153, 1.3038, 0.6193], [-2.6492, 2.2248, -0.5242], [-2.5333, 2.1720, 0.4367], [1.1043, -1.9593, 1.6297], [0.5167, -1.0435, 2.7700], [0.5271, -1.9626, 2.4297], [3.6440, 0.5053, 1.0548], [4.1298, -0.3999, 2.2261], [4.0340, -0.3673, 1.2684], [-3.6218, -0.2209, -1.1111], [-2.8403, -0.2260, -2.4317], [-3.4880, 0.2791, -1.9240], [2.8478, -1.3153, 0.6000], [1.6685, -0.8980, -0.1962], [2.0193, -1.7055, 0.1902]],
  "nbo_charge": [-0.219, -0.420, -0.385, -0.435, -0.212, -0.198, -0.664, -0.871, 0.181, 0.193, 0.192, 0.213, 0.210, 0.203, 0.218, 0.206, 0.192, 0.200, 0.217, 0.237, 0.218, 0.387, 0.366, 0.520, 0.491, -1.032, 0.455, 0.495, -0.973, 0.500, 0.502, -1.025, 0.514, 0.484, -0.997, 0.472, 0.498, -0.978, 0.518, 0.485, -1.007, 0.500, 0.505, -0.975, 0.508, 0.512, -1.004, 0.508, 0.487, -0.980, 0.491, 0.476, -0.985, 0.515, 0.477, -0.984]
}

Winner for stability: arrangement Q

Arrangement P

{
  "formula": "C2H5NO",
  "method": "wB97M-V/def2-TZVPD",
  "spin_multiplicity": 1,
  "e_homo_ev": [-10.141, -10.141],
  "gap_ev": [9.019, 9.020],
  "elements": ["C", "N", "C", "O", "H", "H", "H", "H", "H"],
  "positions_angstrom": [[0.7874, 0.8952, -0.4376], [0.2522, -1.0797, 0.4109], [-1.0584, -0.9452, 0.5533], [-1.9290, -0.1429, 0.2735], [-0.0902, 1.3766, -0.0143], [1.7203, 1.1052, 0.0846], [0.8486, 1.0308, -1.5239], [0.7169, -0.3266, -0.4496], [-1.2478, -1.9133, 1.1031]],
  "nbo_charge": [-0.565, -0.412, 0.432, -0.618, 0.257, 0.231, 0.237, 0.259, 0.179]
}

Arrangement Q

{
  "formula": "C2H5NO",
  "method": "wB97M-V/def2-TZVPD",
  "spin_multiplicity": 1,
  "e_homo_ev": [-7.773, -8.791],
  "gap_ev": [8.045, 9.425],
  "elements": ["C", "C", "N", "O", "H", "H", "H", "H", "H"],
  "positions_angstrom": [[1.9836, 0.0868, -0.0510], [-1.5723, 0.0079, 0.0262], [-0.4270, -0.1803, 0.8170], [0.6673, 0.1406, -0.0234], [2.5281, 0.4370, -0.9012], [2.5242, -0.3960, 0.6335], [-2.5063, 0.1097, 0.6754], [-1.4935, 0.7658, -0.7149], [-1.7041, -0.9716, -0.4618]],
  "nbo_charge": [-0.010, -0.480, -0.111, -0.328, 0.166, 0.142, 0.217, 0.206, 0.198]
}

Arrangement R

{
  "formula": "C2H5NO",
  "method": "wB97M-V/def2-TZVPD",
  "spin_multiplicity": 1,
  "e_homo_ev": -9.426,
  "smiles": "CC(N)=O",
  "gap_ev": 10.290,
  "elements": ["C", "C", "N", "O", "H", "H", "H", "H", "H"],
  "positions_angstrom": [[-0.7810, -0.1854, 0.1047], [0.9552, -0.7710, 0.1263], [-0.6680, 1.1315, -0.1517], [-1.7296, -0.7998, 0.4767], [0.7642, -1.7857, -0.2660], [1.3788, -0.0266, -0.4637], [1.2363, -0.8025, 1.1283], [0.1621, 1.4408, -0.6121], [-1.3180, 1.7987, -0.3424]],
  "nbo_charge": [0.715, -0.691, -0.826, -0.586, 0.225, 0.185, 0.216, 0.376, 0.386]
}

Winner for stability: arrangement R

Arrangement P

{
  "formula": "C2H5NO",
  "method": "wB97M-V/def2-TZVPD",
  "spin_multiplicity": 1,
  "e_homo_ev": [-8.030, -8.501],
  "gap_ev": [8.715, 9.130],
  "elements": ["C", "C", "N", "O", "H", "H", "H", "H", "H"],
  "positions_angstrom": [[-1.5832, 1.1244, 0.3578], [1.2593, -0.9170, -0.3054], [0.4295, 0.0999, -0.7374], [-0.5474, 0.2965, 0.1400], [-2.0292, 0.9133, 1.3479], [-1.8907, 1.8519, -0.2041], [1.9988, -0.3991, 0.2604], [0.6751, -1.5992, 0.3512], [1.6878, -1.3707, -1.2105]],
  "nbo_charge": [-0.054, -0.471, -0.121, -0.292, 0.168, 0.149, 0.204, 0.199, 0.217]
}

Arrangement Q

{
  "formula": "C2H5NO",
  "method": "wB97M-V/def2-TZVPD",
  "spin_multiplicity": 1,
  "e_homo_ev": -9.311,
  "smiles": "C=N.C=O",
  "gap_ev": 9.580,
  "elements": ["C", "N", "H", "H", "H", "O", "C", "H", "H"],
  "positions_angstrom": [[1.2749, 0.3112, -0.5858], [1.1601, 0.2328, 0.7304], [2.1221, 0.7236, -1.1291], [0.4432, 0.0369, -1.2436], [2.0508, -0.3555, 0.9955], [-2.0307, 0.5409, -0.6530], [-1.8511, -0.2300, 0.3370], [-1.1074, 0.0541, 1.1606], [-2.0619, -1.3141, 0.3880]],
  "nbo_charge": [0.025, -0.693, 0.148, 0.165, 0.368, -0.529, 0.243, 0.158, 0.115]
}

Winner for stability: arrangement Q

Arrangement P

{
  "formula": "C5H19NO4",
  "method": "wB97M-V/def2-TZVPD",
  "spin_multiplicity": 1,
  "e_homo_ev": -8.497,
  "smiles": "C=C(CC)NC.O.O.O.O",
  "gap_ev": 8.846,
  "elements": ["C", "C", "C", "C", "C", "N", "H", "H", "H", "H", "H", "H", "H", "H", "H", "H", "H", "H", "H", "O", "H", "H", "O", "H", "H", "O", "H", "H", "O"],
  "positions_angstrom": [[1.0523, -0.6791, 2.3445], [0.5609, -0.5746, 0.8905], [-0.9067, -0.8993, 0.8284], [-1.7540, -0.1522, 1.5263], [-0.6931, -3.1109, -0.0509], [-1.2978, -1.7742, -0.1969], [0.5254, 0.0542, 2.9153], [0.7881, -1.7074, 2.7064], [2.1523, -0.5081, 2.3733], [1.0639, -1.3282, 0.2202], [0.7803, 0.4398, 0.3844], [-2.7854, -0.4263, 1.7034], [-1.5445, 0.7753, 2.0249], [-0.4990, -3.3560, 1.0458], [0.1760, -3.1420, -0.7406], [-1.2808, -3.8144, -0.6618], [-2.2997, -1.8479, -0.2055], [1.9255, 3.3180, 0.6089], [0.2502, 3.1956, 0.6079], [1.1218, 2.8244, 0.6408], [1.6068, 0.0943, -1.6064], [1.3349, -1.1501, -2.3859], [1.9945, -0.7467, -1.9349], [0.2525, 1.5125, -1.9266], [1.3481, 2.0238, -1.0344], [1.1506, 1.9413, -1.9781], [-2.4790, 2.4635, -1.0997], [-2.0401, 1.0205, -1.1174], [-1.7354, 1.8934, -1.1863]],
  "nbo_charge": [-0.594, -0.477, 0.197, -0.524, -0.446, -0.622, 0.208, 0.201, 0.212, 0.235, 0.223, 0.188, 0.203, 0.200, 0.209, 0.212, 0.362, 0.501, 0.509, -0.985, 0.478, 0.452, -0.947, 0.478, 0.480, -0.956, 0.477, 0.480, -0.953]
}

Arrangement Q

{
  "formula": "C5H19NO4",
  "method": "wB97M-V/def2-TZVPD",
  "spin_multiplicity": 1,
  "e_homo_ev": -9.302,
  "smiles": "CCN(C)CCO.O.O.O",
  "gap_ev": 9.906,
  "elements": ["C", "C", "N", "C", "C", "C", "O", "H", "H", "H", "H", "H", "H", "H", "H", "H", "H", "H", "H", "H", "H", "H", "O", "H", "H", "O", "H", "H", "O"],
  "positions_angstrom": [[-0.9854, 2.6981, 0.8355], [-0.7427, 1.3565, 1.4438], [-0.0349, 0.4145, 0.4866], [1.3232, 0.2495, 1.0531], [-0.6100, -0.9127, 0.4253], [-1.2972, -0.9775, -0.9484], [-2.5862, -0.5269, -0.7139], [-1.7227, 2.6557, 0.1187], [-0.0858, 3.1004, 0.4297], [-1.4501, 3.3992, 1.5893], [-1.7466, 0.8986, 1.6629], [-0.2365, 1.3643, 2.3907], [1.9291, 1.2216, 0.9571], [1.3445, -0.1554, 2.1660], [1.9580, -0.4231, 0.4020], [0.1067, -1.8374, 0.5140], [-1.3305, -1.0164, 1.2862], [-1.4132, -2.1177, -1.0966], [-0.7353, -0.5041, -1.7813], [-2.7236, 0.4831, -0.8586], [0.7399, -2.6960, 3.0909], [0.2399, -3.5547, 1.7783], [0.9546, -3.1689, 2.2649], [1.5375, 0.0052, -2.4105], [1.6333, -1.4412, -2.9132], [2.0973, -0.5971, -2.8620], [0.9159, 1.4854, -0.9558], [0.8674, 2.4421, -2.2085], [1.3203, 1.7060, -1.7419]],
  "nbo_charge": [-0.611, -0.219, -0.508, -0.445, -0.254, -0.064, -0.734, 0.197, 0.208, 0.216, 0.193, 0.189, 0.204, 0.178, 0.225, 0.213, 0.196, 0.158, 0.186, 0.472, 0.486, 0.481, -0.960, 0.483, 0.456, -0.953, 0.489, 0.483, -0.965]
}

Winner for stability: arrangement P